{
  "formula": "C5H7NO",
  "method": "the ωB97M-V functional and the def2-TZVPD basis",
  "elements": ["C", "C", "C", "C", "O", "C", "N", "H", "H", "H", "H", "H", "H", "H"],
  "positions_angstrom": [[-1.33849, -1.19001, 0.15083], [-0.22064, -0.18169, 0.42299], [1.01548, -0.41215, -0.47141], [2.24271, 0.38108, -0.29809], [-0.26041, 3.47243, -0.47550], [-0.61367, 1.22860, 0.20597], [-0.41533, 2.32546, -0.13543], [-2.18376, -1.05010, 0.83008], [-0.95488, -2.20653, 0.29263], [-1.70268, -1.10777, -0.87769], [0.09023, -0.27618, 1.47173], [1.45912, -1.41121, -0.27224], [0.72386, -0.47131, -1.53002], [2.15847, 0.89939, 0.68615]],
  "spin_multiplicity": 1,
  "e_homo_ev": -9.101,
  "gap_ha": 0.3116
}

{
  "formula": "C13H17N",
  "method": "the ωB97M-V functional and the def2-TZVPD basis",
  "elements": ["C", "C", "C", "C", "C", "C", "C", "C", "C", "C", "C", "C", "C", "H", "H", "H", "H", "H", "H", "H", "H", "H", "H", "H", "H", "H", "H", "H", "H", "H", "N"],
  "positions_angstrom": [[0.87008, -0.30126, -3.35629], [0.45844, -0.31518, -0.69941], [1.96787, -0.68254, -0.43601], [1.70680, -1.26018, 0.97518], [0.66087, -2.40719, 0.59059], [-0.20498, -1.53260, -0.38587], [-1.64742, -1.19449, -0.08294], [-1.22605, 0.03904, 0.76521], [-2.08386, 0.80275, 1.45093], [-1.73196, 2.09660, 1.69664], [-0.40432, 2.52769, 1.52371], [0.35513, 1.83902, 0.81164], [-0.09165, 0.70908, 0.33296], [0.79614, 0.61685, -4.15553], [0.02519, -1.14650, -3.69836], [2.01215, -0.83511, -3.40987], [1.34616, 1.46749, -1.82351], [2.33735, -1.54566, -1.03883], [2.45251, 0.43208, -0.41094], [2.66033, -1.55498, 1.66683], [1.08775, -0.45825, 1.68400], [0.25042, -2.59091, 1.53615], [1.10640, -3.15609, 0.05376], [-0.38691, -2.21663, -1.21524], [-2.36621, -0.90340, -1.00249], [-2.16711, -2.19063, 0.40510], [-3.16246, 0.61059, 1.51942], [-2.52348, 2.95250, 2.08687], [-0.21588, 3.60684, 1.79160], [1.68923, 1.65011, 0.66429], [0.46922, 0.47676, -1.96732]],
  "spin_multiplicity": 1,
  "e_homo_ev": -8.436,
  "gap_ha": 0.3419
}

{
  "formula": "C5H11O2",
  "method": "the ωB97M-V functional and the def2-TZVPD basis",
  "elements": ["C", "C", "O", "O", "H", "H", "H", "C", "C", "C", "H", "H", "H", "H", "H", "H", "H", "H"],
  "positions_angstrom": [[2.15056, -0.32607, 0.27083], [1.41569, -0.95838, -0.94629], [1.98488, -0.82246, -2.04497], [0.33663, -1.54176, -0.68571], [3.17016, -0.71777, 0.30292], [1.69423, -0.56106, 1.22085], [2.18485, 0.75779, 0.14009], [-1.20216, 0.81198, 1.14204], [-2.27982, 1.49514, 1.99318], [-1.68068, 0.70566, -0.30711], [-0.90005, -0.15512, 1.54083], [-0.25744, 1.29222, 1.15278], [-3.21674, 1.00716, 1.71934], [-2.05050, 1.53806, 3.05738], [-0.82555, 0.63356, -0.96572], [-2.40768, 2.52807, 1.66788], [-2.36375, 1.47890, -0.64704], [-2.25908, -0.21849, -0.37583]],
  "spin_multiplicity": 1,
  "total_charge": -1,
  "e_homo_ev": -3.930,
  "gap_ha": 0.2810
}

{
  "formula": "C19H35BBrIN6O3P",
  "method": "the ωB97M-V functional and the def2-TZVPD basis",
  "elements": ["C", "C", "C", "C", "N", "C", "C", "P", "N", "N", "C", "C", "O", "I", "C", "B", "O", "O", "C", "C", "N", "Br", "H", "H", "H", "H", "H", "H", "H", "H", "H", "H", "H", "H", "H", "H", "H", "H", "H", "H", "H", "H", "H", "C", "C", "C", "C", "N", "H", "H", "H", "H", "H", "H", "H", "C", "C", "C", "C", "N", "H", "H", "H", "H", "H", "H", "H"],
  "positions_angstrom": [[8.46351, -2.14264, -0.88347], [7.36025, -2.98576, -1.75508], [5.79942, -2.52196, -1.53021], [5.53397, -0.90814, -1.76276], [4.51611, -0.71111, -2.86478], [3.12392, -0.43627, -2.34087], [2.40026, 0.91532, -1.76010], [3.43458, 2.52401, -1.65894], [4.46634, 2.34319, -0.38349], [0.94850, 0.73993, -1.34158], [0.02226, 1.81658, -0.80065], [-1.31523, 1.98180, -1.78739], [-1.14243, 1.65716, -3.09664], [-3.28443, 2.63479, -1.07969], [0.68872, -0.75095, -1.60399], [-0.73732, -1.56237, -1.29097], [-0.94087, -1.92605, 0.15610], [-1.76463, -1.88445, -2.30079], [-3.04338, -1.90105, -1.52442], [-4.38397, -1.89876, -2.50176], [1.94837, -1.39900, -2.20545], [2.04913, -3.21988, -2.73268], [9.55959, -2.27666, -1.33060], [8.41491, -2.53687, 0.22499], [8.25993, -0.98681, -0.87505], [7.60600, -2.90411, -2.90710], [7.51602, -4.13327, -1.47989], [5.42208, -2.89911, -0.47018], [5.16807, -3.07762, -2.37573], [5.28985, -0.31707, -0.78181], [6.56256, -0.47461, -2.18205], [4.83297, -0.00730, -3.57166], [2.63513, 3.69122, -1.36505], [4.14159, 2.68642, -2.90486], [4.26110, 3.12488, 0.30903], [-0.35609, 1.61139, 0.30269], [0.57030, 2.87452, -0.75597], [-0.97376, -1.01385, 0.60233], [-3.14906, -2.88220, -0.85593], [-3.11692, -0.91037, -0.87531], [-4.45123, -0.85996, -3.04341], [-5.37290, -2.04457, -1.84968], [-4.33578, -2.82196, -3.22251], [-5.88551, 7.12635, 2.51569], [-5.49406, 6.51470, 1.17423], [-5.14365, 5.02905, 1.27719], [-3.96155, 4.84411, 2.21465], [-2.98085, 4.69063, 2.99226], [-5.06062, 7.08680, 3.23409], [-6.15474, 8.17977, 2.38889], [-6.74606, 6.60392, 2.94899], [-4.64101, 7.07075, 0.76642], [-6.32504, 6.63878, 0.47110], [-4.88400, 4.63498, 0.28908], [-5.99771, 4.45766, 1.65688], [-1.39616, -4.11033, 2.80450], [-1.86638, -3.53015, 4.13460], [-3.18786, -4.13427, 4.61342], [-4.27951, -3.85517, 3.59322], [-5.18518, -3.62360, 2.74698], [-2.10476, -3.89789, 1.99774], [-0.43583, -3.67090, 2.51655], [-1.26739, -5.19653, 2.87381], [-1.97037, -2.44317, 4.03035], [-1.09558, -3.70859, 4.89245], [-3.47432, -3.69653, 5.57539], [-3.08932, -5.21687, 4.74894]],
  "spin_multiplicity": 1,
  "total_charge": 1,
  "e_homo_ev": -11.624,
  "gap_ha": 0.2711
}

{
  "formula": "C31H23CdNO10S2Si",
  "method": "the ωB97M-V functional and the def2-TZVPD basis",
  "elements": ["Cd", "O", "S", "O", "O", "C", "C", "C", "C", "C", "C", "S", "O", "O", "O", "H", "H", "H", "H", "O", "C", "O", "C", "C", "C", "C", "C", "C", "N", "O", "O", "H", "H", "H", "H", "C", "C", "C", "C", "C", "C", "Si", "C", "C", "C", "C", "C", "C", "C", "C", "C", "C", "C", "C", "H", "H", "H", "H", "H", "H", "H", "H", "H", "H", "H", "H", "H", "H", "H"],
  "positions_angstrom": [[-0.06082, -0.07925, 0.18966], [1.26547, 0.16870, 2.37890], [2.07669, 1.29959, 1.94031], [3.34747, 1.44575, 2.61865], [2.18155, 1.29936, 0.46248], [1.20072, 2.84863, 2.26450], [2.05939, 3.95166, 2.21547], [1.57609, 5.24177, 2.28656], [0.20781, 5.45131, 2.39050], [-0.64901, 4.37174, 2.45913], [-0.17656, 3.05512, 2.41619], [-1.48006, 1.80191, 2.61135], [-2.65926, 2.57861, 2.94709], [-1.07704, 0.87308, 3.63028], [-1.61955, 1.20001, 1.24166], [3.11809, 3.75246, 2.11990], [2.25779, 6.08267, 2.23813], [-0.19136, 6.45835, 2.41905], [-1.71401, 4.51274, 2.56756], [-1.92993, 1.56744, -3.04511], [-1.01518, 1.87776, -2.28177], [-0.20369, 1.10981, -1.68226], [-0.79017, 3.36530, -1.99059], [0.32662, 3.77697, -1.26748], [0.52814, 5.12347, -1.01488], [-0.40448, 6.04295, -1.47122], [-1.53056, 5.64944, -2.18386], [-1.70998, 4.30602, -2.44647], [-0.20421, 7.46120, -1.18784], [-1.03732, 8.25697, -1.59468], [0.77271, 7.79332, -0.53972], [1.02743, 3.03420, -0.90472], [1.38690, 5.46787, -0.46049], [-2.23789, 6.39597, -2.51384], [-2.56532, 3.94635, -3.00273], [4.15862, -4.03905, -1.76136], [4.05976, -2.86333, -1.03085], [2.82231, -2.42755, -0.57395], [1.65862, -3.15847, -0.83017], [1.78001, -4.33518, -1.57269], [3.01338, -4.77487, -2.03508], [-0.00341, -2.54576, -0.13640], [-1.31484, -3.07161, -1.41327], [-1.89804, -4.34179, -1.41812], [-2.82850, -4.70455, -2.38300], [-3.19911, -3.79356, -3.36364], [-2.64093, -2.52296, -3.36972], [-1.71017, -2.16509, -2.40329], [-0.33796, -3.65206, 1.37073], [0.43672, -4.76030, 1.71187], [0.12422, -5.54632, 2.81541], [-0.97220, -5.23178, 3.60358], [-1.74820, -4.12317, 3.28979], [-1.42935, -3.34294, 2.18945], [5.12332, -4.37643, -2.12331], [4.94611, -2.27669, -0.82000], [2.76411, -1.49823, -0.01492], [0.89027, -4.91233, -1.80388], [3.08235, -5.68967, -2.61358], [-1.62732, -5.05416, -0.64442], [-3.27247, -5.69410, -2.36727], [-3.93191, -4.06964, -4.11384], [-2.93805, -1.79704, -4.11708], [-1.30259, -1.15729, -2.41506], [1.30176, -5.01113, 1.10745], [0.74342, -6.40107, 3.06471], [-1.21227, -5.83683, 4.47053], [-2.58999, -3.85368, 3.91632], [-2.02413, -2.46065, 1.97536]],
  "spin_multiplicity": 1,
  "total_charge": -2,
  "e_homo_ev": -3.436,
  "gap_ha": 0.2639
}

{
  "formula": "C17H34N2NbO3PS3",
  "method": "the ωB97M-V functional and the def2-TZVPD basis",
  "elements": ["Nb", "C", "C", "C", "C", "C", "H", "H", "H", "H", "H", "C", "C", "O", "P", "S", "S", "O", "C", "C", "H", "H", "H", "H", "H", "H", "H", "H", "H", "H", "C", "C", "C", "C", "H", "H", "H", "H", "H", "H", "H", "H", "H", "N", "C", "N", "S", "H", "H", "H", "H", "C", "C", "C", "O", "H", "H", "H", "H", "H", "H"],
  "positions_angstrom": [[-0.94147, -0.73888, -0.12118], [-1.99429, 1.49493, 2.76924], [-0.94901, 1.99991, 1.85419], [-0.31182, 0.78129, 1.33377], [-0.81219, -0.31814, 2.10642], [-2.00640, 0.14072, 2.80684], [-2.68003, 2.15361, 3.26925], [-0.20797, 2.44154, 2.54190], [0.73733, 0.84099, 0.99086], [-0.18094, -1.15161, 2.51355], [-2.77706, -0.55151, 3.20845], [5.74068, -3.52909, -0.55434], [4.52121, -4.10260, 0.09775], [3.26032, -3.59905, -0.48562], [2.67797, -2.07923, -0.51937], [-0.03428, 0.27405, -1.78924], [0.96642, -2.42341, 0.56051], [3.61635, -1.35442, 0.61707], [4.25705, -0.05272, 0.38222], [4.80816, 0.04729, -1.03096], [6.59055, -4.20271, -0.42203], [5.98550, -2.59400, -0.03314], [5.54536, -3.39222, -1.65760], [4.49360, -3.89465, 1.19187], [4.35319, -5.20805, -0.04635], [5.00059, 0.04823, 1.17074], [3.47741, 0.70304, 0.49070], [5.59340, -0.66094, -1.27588], [5.19065, 1.06080, -1.09087], [3.98633, -0.04965, -1.76934], [-2.43363, 5.13936, 0.28737], [-1.48173, 4.47139, 1.30051], [-0.14959, 5.20664, 1.43580], [-1.16914, 3.08417, 0.76433], [-1.89162, 5.52251, -0.62471], [-2.96859, 5.97897, 0.74547], [-3.23918, 4.43664, -0.05651], [-2.01940, 4.46558, 2.28473], [0.39158, 5.31697, 0.49917], [0.49027, 4.67451, 2.16560], [-0.35168, 6.18732, 1.83491], [-0.19658, 3.06048, 0.27489], [-1.83211, 2.72513, -0.01949], [0.09701, -4.37049, -1.83526], [-1.10905, -3.85976, -2.04741], [-1.88019, -4.18896, -3.09530], [-2.00420, -2.93493, -0.93594], [0.54038, -5.08961, -2.40122], [0.60010, -4.00764, -1.03505], [-1.49838, -4.71706, -3.87366], [-2.78238, -3.69534, -3.19648], [-5.09916, -0.38323, -0.01749], [-3.85606, -0.00839, -0.69775], [-3.76987, 0.51100, -2.06659], [-2.71572, -0.08437, -0.06690], [-5.01717, -0.14430, 1.06335], [-5.24509, -1.47062, -0.00725], [-5.92489, 0.10607, -0.56208], [-4.06570, -0.21426, -2.85869], [-2.73711, 0.91240, -2.26603], [-4.58773, 1.28631, -2.10171]],
  "spin_multiplicity": 2,
  "total_charge": 1,
  "e_homo_ev": [-9.791, -10.009],
  "gap_ha": [0.1944, 0.2106]
}